1.
{"formula": "C5H17N2", "method": "ωB97M-V/def2-TZVPD", "e_above_lowest_kj_mol": 92.2, "charge": 1, "lumo_energy_ev": -2.70, "fmax_ev_per_a": 2.43, "energy_ev": -8434.419, "elements": ["C", "C", "N", "H", "H", "H", "H", "H", "H", "H", "H", "C", "N", "C", "C", "H", "H", "H", "H", "H", "H", "H", "H", "H"], "xyz": [[0.737, -1.909, 2.832], [0.663, -1.209, 1.449], [-0.498, -0.284, 1.351], [1.398, -2.786, 2.790], [1.080, -1.249, 3.601], [-0.299, -2.256, 3.186], [1.512, -0.528, 1.393], [0.660, -1.856, 0.565], [-1.319, -0.863, 1.500], [-0.686, 0.191, -0.333], [-0.411, 0.277, 2.207], [0.998, 0.309, -1.524], [-0.373, 0.704, -1.206], [-0.428, 2.146, -0.791], [-1.268, 0.383, -2.403], [1.656, 0.575, -0.677], [1.318, 0.803, -2.464], [0.987, -0.766, -1.677], [-1.533, 2.391, -0.546], [0.157, 2.223, 0.119], [-0.041, 2.839, -1.547], [-2.327, 0.480, -2.033], [-1.018, -0.702, -2.635], [-0.964, 1.087, -3.157]]}

***

2.
{"formula": "C5H17N2O", "method": "ωB97M-V/def2-TZVPD", "e_above_lowest_kj_mol": 362.2, "charge": 1, "lumo_energy_ev": -3.58, "fmax_ev_per_a": 5.38, "energy_ev": -10479.180, "elements": ["C", "C", "C", "C", "C", "N", "N", "H", "H", "H", "H", "H", "H", "H", "H", "H", "H", "H", "H", "H", "H", "H", "H", "H", "O"], "xyz": [[-1.330, 2.032, -0.153], [-1.188, 0.867, -1.159], [0.096, 0.036, -0.978], [-0.357, -1.473, -0.999], [0.929, -2.371, -1.079], [1.999, -1.665, -0.125], [-1.545, 1.590, 1.340], [-2.240, 2.616, -0.424], [-0.557, 2.856, 0.070], [-1.386, 1.051, -2.129], [-1.980, 0.209, -1.095], [0.754, 0.311, -1.909], [0.493, 0.338, 0.031], [-1.078, -1.493, -1.811], [-0.940, -1.489, -0.060], [0.618, -3.411, -0.527], [1.461, -2.441, -2.002], [1.887, -0.725, 0.236], [2.831, -1.821, -0.735], [-2.313, 1.022, 1.573], [-1.558, 2.564, 2.010], [-0.655, 1.076, 1.562], [1.667, 0.024, 1.704], [1.311, 0.142, 3.147], [1.202, 0.643, 2.258]]}

***

3.
{"formula": "C5H17N2O", "method": "ωB97M-V/def2-TZVPD", "e_above_lowest_kj_mol": 41.2, "charge": 1, "lumo_energy_ev": -2.93, "fmax_ev_per_a": 1.56, "energy_ev": -10482.507, "elements": ["N", "C", "C", "C", "C", "C", "N", "H", "H", "H", "H", "H", "H", "H", "H", "H", "H", "H", "H", "H", "H", "H", "H", "H", "O"], "xyz": [[1.434, 0.577, 0.376], [0.077, -0.057, 0.506], [-0.794, 0.239, -0.702], [-0.417, -0.667, -1.876], [-2.292, 0.216, -0.402], [0.261, -1.503, 1.027], [1.623, -2.015, 0.734], [1.355, 1.636, 0.427], [2.017, 0.393, -0.446], [2.067, 0.211, 1.091], [-0.289, 0.564, 1.342], [-0.556, 1.283, -0.946], [0.572, -0.490, -2.290], [-1.192, -0.628, -2.649], [-0.471, -1.712, -1.576], [-2.523, 0.459, 0.635], [-2.696, -0.783, -0.612], [-2.888, 0.887, -1.014], [-0.504, -2.180, 0.637], [0.072, -1.433, 2.098], [1.922, -2.588, 1.519], [1.492, -2.716, 0.011], [0.176, 3.475, -0.006], [0.716, 3.639, 1.479], [0.839, 3.194, 0.639]]}

***

4.
{"formula": "C5H17N2O3", "method": "ωB97M-V/def2-TZVPD", "e_above_lowest_kj_mol": 167.7, "charge": 1, "lumo_energy_ev": -2.89, "fmax_ev_per_a": 3.60, "energy_ev": -14576.492, "elements": ["N", "C", "C", "C", "N", "C", "C", "O", "H", "H", "H", "H", "H", "H", "H", "H", "H", "H", "H", "H", "H", "H", "H", "O", "H", "H", "O"], "xyz": [[1.481, -1.525, -0.818], [1.043, -0.096, -1.096], [2.279, 0.781, -1.088], [0.242, 0.210, 0.299], [-0.154, 1.462, 0.489], [-0.518, 1.848, 1.838], [-0.459, 2.357, -0.639], [0.132, -0.717, 1.079], [1.968, -1.923, -1.623], [0.672, -2.174, -0.569], [2.146, -1.501, -0.049], [0.459, 0.031, -1.999], [2.117, 1.768, -0.636], [2.346, 1.431, -2.000], [3.267, 0.359, -0.923], [0.300, 2.421, 2.302], [-0.940, 1.016, 2.394], [-1.308, 2.623, 1.798], [-0.833, 3.275, -0.191], [-1.222, 1.954, -1.318], [0.342, 2.432, -1.379], [-1.405, -2.950, -0.799], [-0.698, -3.841, 0.406], [-0.682, -3.087, -0.201], [-3.469, -0.839, 0.022], [-2.224, -0.605, 1.121], [-2.688, -0.354, 0.306]]}

***

5.
{"formula": "C5H17N2O4", "method": "ωB97M-V/def2-TZVPD", "e_above_lowest_kj_mol": 109.3, "s_squared": 0.76, "charge": 2, "lumo_energy_ev": [-7.70, -10.81], "spin_multiplicity": 2, "fmax_ev_per_a": 5.24, "energy_ev": -16611.099, "elements": ["O", "C", "C", "C", "C", "C", "N", "N", "H", "H", "H", "H", "H", "H", "H", "H", "H", "H", "H", "H", "H", "O", "H", "H", "O", "H", "H", "O"], "xyz": [[-0.523, 2.602, -2.364], [0.180, 1.600, -2.457], [-0.055, 0.383, -1.604], [1.044, 0.146, -0.548], [0.597, -1.007, 0.267], [1.231, -2.241, 0.083], [-0.311, -1.092, 1.291], [-1.491, 0.374, -0.963], [0.959, 1.557, -3.223], [0.068, -0.488, -2.405], [1.948, -0.054, -1.032], [1.333, 1.132, -0.056], [0.948, -3.169, 0.584], [2.163, -2.211, -0.586], [-0.634, -0.138, 1.747], [-0.097, -1.840, 2.054], [-2.041, 0.132, -1.771], [-1.691, -0.386, -0.222], [-1.551, 1.321, -0.670], [4.333, -0.394, 2.074], [3.469, 0.607, 3.097], [3.610, 0.307, 2.124], [-0.037, 2.261, 2.781], [-1.475, 2.765, 2.327], [-0.638, 2.277, 1.968], [-3.832, -2.033, -0.288], [-4.021, -1.102, -1.441], [-3.485, -1.308, -0.767]]}

***

6.
{"formula": "C5H17N3", "method": "ωB97M-V/def2-TZVPD", "e_above_lowest_kj_mol": 33.2, "lumo_energy_ev": 0.96, "fmax_ev_per_a": 1.85, "smiles": "CC(C)N.NCCN", "energy_ev": -9930.420, "elements": ["C", "C", "C", "N", "H", "H", "H", "H", "H", "H", "H", "H", "H", "N", "C", "C", "N", "H", "H", "H", "H", "H", "H", "H", "H"], "xyz": [[-1.837, -0.141, 2.037], [-2.470, -0.410, 0.657], [-2.029, 0.709, -0.349], [-2.064, -1.695, 0.032], [-2.188, 0.737, 2.615], [-1.980, -0.964, 2.692], [-0.701, -0.024, 2.058], [-3.574, -0.354, 0.688], [-2.511, 0.549, -1.369], [-2.459, 1.653, 0.046], [-0.948, 0.871, -0.480], [-2.231, -2.497, 0.674], [-1.031, -1.690, -0.039], [2.523, -1.529, -0.812], [1.985, -0.289, -0.259], [2.590, 0.877, -1.096], [1.940, 2.135, -0.654], [1.962, -1.814, -1.650], [2.437, -2.295, -0.119], [2.279, -0.152, 0.769], [0.876, -0.237, -0.316], [3.670, 0.957, -0.901], [2.582, 0.650, -2.177], [2.254, 2.869, -1.264], [0.925, 2.084, -0.786]]}